The following is a quantum chemistry calculation of the molecule C4H7N3, from the Open Molecules 2025 dataset.

Cartesian coordinates (Å):
1 H 2.29551 0.28020 1.26284
2 N 2.76366 0.85214 0.54780
3 C 1.90533 1.44533 -0.21141
4 C 0.43480 1.20087 -0.07569
5 C -0.16266 -0.15566 -0.31253
6 N -1.21850 -0.49971 0.33836
7 C -1.64784 -1.86172 0.02770
8 N -0.32727 2.19609 0.25789
9 H -1.29281 1.83721 0.35182
10 H 2.20242 2.14315 -1.00944
11 H 0.36594 -0.78123 -1.05189
12 H -2.48621 -2.12992 0.67772
13 H -0.84592 -2.58707 0.20712
14 H -1.98646 -1.93968 -1.01029

Energy above the lowest of the compared OMol25 structures with the same formula, charge and spin, eV: 1.878
Charge: 0
2S+1: 1
Kohn-Sham gap, Eh: 0.365
Molar mass, g/mol: 97.12
LUMO energy, eV: -0.21
Energy, eV: -8729.80143
SMILES: [H]\N=C/C(/C=N/C)=N/[H]